Entry 1:
Molecular formula: C4H13N2OS
Method: DFT, ωB97M-V with the def2-TZVPD basis set

Properties
F_max ... 5.2 eV/A
Energy relative to the best compared isomer or geometry (same formula, charge and spin) ... 2.268 eV
E_HOMO ... -2.6 eV
Charge ... -1

Geometry as XYZ:
```
21
Properties=species:S:1:pos:R:3:forces:R:3:mulliken_charge:R:1
C 1.650556 0.600439 -0.847898 2.9 -1.1 -1.1 -1.216
N 1.078159 -0.015122 0.331039 -3.3 2.8 0.1 -0.460
C -0.420186 -0.115581 0.176129 0.6 0.4 -1.1 0.391
C -0.913826 -1.204830 -0.713951 4.0 -1.9 -0.6 -1.292
S -0.015949 -1.704556 -2.268962 -0.3 0.3 0.4 -0.611
C -1.300462 -0.238340 1.432909 4.5 1.1 2.3 -0.784
N -1.479870 1.093120 2.050077 1.2 -0.5 2.2 -0.744
H 2.198941 -0.181669 -1.456488 0.0 0.6 1.0 0.365
H 1.150007 0.948215 -1.718542 -1.8 0.7 0.1 0.332
H 2.334475 1.338421 -0.483454 0.7 0.8 -0.2 0.340
H 1.532556 -0.851004 0.323699 0.8 -3.3 0.6 0.335
H -0.584366 0.845585 -0.373725 -0.6 -0.4 0.8 0.287
H -1.862805 -0.954269 -0.931700 -3.5 0.5 -0.8 0.426
H -0.850609 -2.078334 -0.080211 -0.5 -0.7 0.2 0.259
H -0.767395 -0.901811 2.264299 -0.4 1.4 -1.6 0.232
H -2.095869 -0.888502 1.294343 -2.4 -0.2 -0.7 0.506
H -1.592877 1.823579 1.383937 -0.4 0.3 -0.9 0.378
H -0.529852 1.370711 2.453585 -2.1 -0.8 -0.6 0.219
H 1.082083 2.590343 2.503912 0.5 -0.2 4.1 0.270
H 0.917718 1.658883 1.278827 0.6 0.5 0.4 0.496
O 1.004834 2.594579 1.611747 -0.4 -0.1 -4.6 -0.728
```
Positions in Å, forces in eV/Å.

---

Entry 2:
Molecular formula: C4H11PS2
Method: DFT, ωB97M-V with the def2-TZVPD basis set

Properties
F_max ... 4.7 eV/A
Energy relative to the best compared isomer or geometry (same formula, charge and spin) ... 3.972 eV
E_HOMO (spin up / spin down) ... -8.7 / -8.7 eV

Geometry as XYZ:
```
18
Properties=species:S:1:pos:R:3:forces:R:3:mulliken_charge:R:1
C -1.594988 -1.172989 1.135200 -0.3 2.8 -2.7 -1.288
C 2.355218 0.128935 0.445708 1.3 -0.2 -1.1 -0.782
C -0.069230 1.191734 -2.685237 0.7 1.2 1.5 -0.764
C -0.100928 -1.128730 1.128824 1.6 -0.2 -0.1 -0.598
P 0.548384 0.438835 0.215975 -0.2 -0.2 1.2 0.146
S 1.547319 3.490680 -0.255982 -0.2 -0.3 0.1 -0.115
S 0.109228 -0.341892 -1.698162 0.2 0.9 0.0 -0.152
H -2.067400 -0.407597 1.721427 0.1 0.5 0.5 0.336
H -2.113105 -1.106060 0.128249 1.2 0.6 0.5 0.268
H -2.026877 -2.035393 1.364276 -1.2 -4.1 1.9 0.505
H 3.069351 0.985511 0.206606 -1.3 -0.8 0.4 0.308
H 2.687945 -0.336370 1.412198 -0.6 0.3 -0.9 0.275
H 2.461958 -0.563233 -0.424306 0.7 0.0 0.9 0.252
H -1.057944 1.624788 -2.688118 -0.4 0.1 0.7 0.307
H 0.039182 0.859778 -3.654456 0.6 -0.8 -2.3 0.358
H 0.700848 2.007072 -2.510894 -0.9 -1.2 0.1 0.213
H 0.404917 -1.971361 0.616627 -0.7 0.2 -0.5 0.345
H 0.368641 -1.344049 2.120884 -0.6 1.1 -0.3 0.387
```
Positions in Å, forces in eV/Å.

---

Entry 3:
Molecular formula: C2H8N2S2
Method: DFT, ωB97M-V with the def2-TZVPD basis set

Properties
F_max ... 2.4 eV/A
Multiplicity ... 2
Energy relative to the best compared isomer or geometry (same formula, charge and spin) ... 0.872 eV
E_HOMO (spin up / spin down) ... 0.0 / -3.1 eV
Charge ... -1

Geometry as XYZ:
```
14
Properties=species:S:1:pos:R:3:forces:R:3:mulliken_charge:R:1
C 1.743592 1.723232 -0.070220 -1.9 0.5 1.0 -0.819
S 1.530314 0.045751 -0.680185 0.4 0.8 -2.2 -0.404
S 1.923929 -1.200023 1.199145 0.1 -1.2 1.8 -0.592
H 0.870586 2.291442 -0.424775 0.4 0.2 -0.3 0.204
H 1.489240 1.685043 1.001717 0.5 -0.1 0.0 0.232
H 2.640086 2.325745 -0.192135 0.4 -0.4 -0.3 0.319
H 0.633422 -1.398977 1.547212 0.2 0.1 -0.1 0.035
N -4.037938 0.029784 -0.776614 -0.5 0.0 -0.6 -0.525
C -2.653014 -0.059959 -0.678910 1.3 1.1 0.3 0.014
N -1.879667 0.288883 0.265766 -1.1 -0.1 0.6 -0.372
H -4.534236 0.780386 -0.293028 0.6 -0.4 0.0 0.225
H -4.313568 0.007287 -1.749842 -0.2 -0.1 0.2 0.251
H -2.108760 -0.363195 -1.573666 -0.5 -0.4 -0.2 0.287
H -2.446225 0.610157 1.066118 0.3 0.0 -0.1 0.146
```
Positions in Å, forces in eV/Å.

---

Entry 4:
Molecular formula: C42H89BCd2F16N15O21PS10
Method: DFT, ωB97M-V with the def2-TZVPD basis set

Properties
F_max ... 11.0 eV/A
E_HOMO ... -11.2 eV
Charge ... +2

Geometry as XYZ:
```
197
Properties=species:S:1:pos:R:3:forces:R:3:mulliken_charge:R:1
Cd 2.938120 2.656455 -1.010200 -3.3 0.2 3.0 1.742
Cd 1.636093 3.517588 1.877136 0.6 -2.5 -2.3 1.705
C -0.443318 0.402697 1.013598 1.2 -0.5 0.6 -0.452
C 0.793369 0.635990 0.113620 -0.9 -0.3 0.2 -0.628
O 1.385378 1.846583 0.358130 0.6 1.2 -0.6 -0.638
H -1.298921 1.051867 0.827550 0.1 0.0 -0.6 0.022
H -0.163875 0.618195 2.044895 0.2 0.0 0.2 -0.419
H -0.728000 -0.649447 1.006302 -0.3 -0.1 -0.2 0.646
H 0.416512 0.490683 -0.898792 -0.2 0.6 -0.8 -0.038
H 1.596564 -0.100839 0.105502 -0.2 -1.0 0.9 -0.064
B 2.987452 4.416731 0.457812 1.2 1.0 -1.0 3.604
H 3.655537 4.802834 -0.296386 2.2 2.0 -2.6 -0.363
H 2.823877 5.101936 1.275114 0.0 2.8 2.7 -0.386
H 2.030193 4.199888 0.009621 -3.7 -0.2 -2.2 -1.187
H 3.494760 3.509795 0.748241 2.2 -3.2 2.0 -0.636
C -2.826653 -0.508299 5.514864 -0.8 -1.5 -1.1 -1.004
C -2.656892 -0.629303 3.970916 0.3 0.2 0.6 0.151
N -3.612185 0.245967 3.283506 -2.0 1.4 -2.0 0.649
C -3.306675 1.550944 2.884652 -3.5 0.5 0.1 -0.736
C -4.531520 2.113709 2.410839 1.2 -0.8 0.5 -0.842
N -5.534083 1.159190 2.437027 3.1 -3.1 0.9 0.253
C -4.906738 -0.015473 2.922947 0.3 2.1 0.4 -0.573
C -6.946357 1.176274 2.012341 0.2 0.6 0.5 -0.966
H -2.068578 -1.101155 6.026669 0.2 0.7 -0.1 -0.027
H -3.726760 -1.078190 5.745379 -0.4 0.1 0.1 0.478
H -2.993213 0.492416 5.913507 0.7 0.0 -0.2 0.396
H -2.778945 -1.632195 3.561748 -0.3 -0.1 0.3 0.203
H -1.669029 -0.328367 3.622106 0.0 0.3 0.2 -0.486
H -2.397715 2.080789 3.128477 0.0 -0.3 -0.1 1.074
H -4.801640 3.116265 2.113663 0.5 0.0 0.0 0.677
H -5.401730 -0.957602 3.106686 0.0 0.1 -0.2 0.501
H -7.183347 0.343669 1.349984 0.2 0.0 0.2 0.351
H -7.198581 2.102956 1.496835 0.4 0.0 0.0 0.364
H -7.537374 1.166093 2.928148 -0.2 -0.3 -0.2 0.371
C 7.086041 -2.918819 -1.047449 0.3 0.0 -2.3 -0.662
C 7.474566 -3.321606 -2.553511 1.1 -0.7 2.7 -0.501
N 6.665968 -2.645895 -3.513106 -1.7 2.7 -5.6 0.420
C 5.344084 -2.223945 -3.402166 -0.6 1.2 -2.7 -0.639
C 4.922906 -1.586210 -4.642476 1.2 -2.3 2.3 -0.704
N 5.948437 -1.729420 -5.544289 2.4 -1.7 4.8 0.228
C 7.026189 -2.283159 -4.863321 -1.8 -0.1 1.8 -0.449
C 6.037369 -1.236130 -6.848790 -0.6 1.2 -2.7 -0.878
H 7.038835 -1.829849 -1.045084 -0.1 -0.1 0.3 0.091
H 7.859713 -3.229948 -0.345506 -0.2 -0.2 -0.2 0.473
H 6.103260 -3.340128 -0.835904 0.2 0.1 0.4 0.120
H 7.443536 -4.402595 -2.689905 -0.6 -0.1 -0.1 0.292
H 8.538781 -3.133993 -2.696185 -0.1 0.7 -0.3 0.427
H 4.725797 -2.368862 -2.528599 0.4 0.1 0.0 0.797
H 3.994170 -1.136970 -4.961873 0.0 -0.1 0.4 0.490
H 8.021284 -2.285008 -5.283061 0.0 -0.4 0.2 0.401
H 6.220146 -1.977493 -7.626656 0.4 -0.4 0.5 0.367
H 6.761675 -0.428620 -6.955616 0.0 -0.1 0.2 0.373
H 5.068944 -0.843239 -7.158457 0.0 0.2 0.3 0.316
C -4.695197 0.927703 -1.031062 -1.0 0.1 -0.1 -1.777
C -3.509747 1.308034 -1.857588 0.9 0.5 -0.1 1.145
N -2.939410 0.202210 -2.641448 1.7 -3.3 -1.3 0.287
C -1.668787 0.242342 -3.299532 -0.4 -1.8 0.6 -0.919
C -1.400784 -1.020409 -3.817781 -1.4 1.2 0.9 -0.647
N -2.503318 -1.828877 -3.530255 -0.4 2.0 2.0 0.314
C -3.372581 -1.107894 -2.747948 1.1 1.6 -1.3 -0.346
C -2.704854 -3.201658 -3.920182 -1.9 -0.8 0.5 -0.862
H -4.559064 0.018052 -0.446181 0.2 0.1 0.1 0.344
H -5.587564 0.823044 -1.648182 0.0 -0.4 -0.3 0.478
H -4.990732 1.758266 -0.390025 0.5 0.0 0.3 0.409
H -2.683047 1.700402 -1.265360 0.0 -0.2 0.3 -0.196
H -3.713130 2.126310 -2.548355 -0.3 -0.1 -0.2 -0.139
H -0.941360 1.027373 -3.154694 -0.4 0.4 -0.3 0.656
H -0.523416 -1.428306 -4.297628 -0.2 0.3 -0.1 0.620
H -4.323656 -1.460205 -2.376829 0.2 -0.2 0.0 0.569
H -1.994509 -3.932617 -3.533919 0.9 0.5 -0.9 0.233
H -3.115882 -3.219108 -4.929564 1.1 -0.4 -0.4 0.399
H -3.556871 -3.630962 -3.393048 -0.4 0.7 0.5 0.306
C 1.495429 -4.739783 -2.308325 1.7 -1.6 -0.9 -0.895
C 1.122944 -6.217256 -2.458978 -2.6 0.4 -0.1 -0.569
N 0.704555 -6.721716 -1.207151 -2.6 -1.0 5.7 0.267
C 1.462960 -6.799667 -0.033262 -0.9 -1.4 -0.6 -0.502
C 0.660248 -7.458565 0.854246 1.2 -0.3 2.2 -0.745
N -0.619108 -7.675855 0.407426 2.1 1.5 -0.9 0.287
C -0.566429 -7.105433 -0.796537 0.4 -0.6 -3.2 -0.219
C -1.670816 -8.440263 1.103401 -1.3 -0.1 -1.0 -0.857
H 2.376684 -4.762303 -1.667244 0.0 0.7 0.1 0.241
H 0.711744 -4.095874 -1.909178 0.0 -0.3 -0.2 0.303
H 1.848486 -4.520812 -3.316049 -0.1 1.0 0.1 0.457
H 1.755914 -7.016582 -2.844362 0.7 0.9 -0.5 0.354
H 0.157843 -6.281434 -2.961547 0.3 0.1 -1.1 0.276
H 2.511462 -6.542130 -0.005917 -0.2 -0.1 0.1 0.618
H 0.891914 -7.854062 1.832163 0.3 0.2 0.0 0.585
H -1.320185 -7.093465 -1.569915 -0.5 -0.1 0.5 0.347
H -2.475181 -8.503817 0.370548 -0.1 -0.1 0.1 0.361
H -2.141265 -8.011729 1.988356 0.7 0.7 -0.1 0.314
H -1.387983 -9.462684 1.353904 0.6 0.2 -0.3 0.393
C -6.453007 7.359129 -7.503349 0.6 0.6 0.3 -1.211
C -5.300526 7.634130 -6.446060 -1.5 -1.8 0.1 -0.138
C -4.894185 6.289671 -5.688361 0.7 1.7 -0.5 -1.003
N -3.683405 6.536113 -4.739170 0.5 1.0 -0.2 0.691
C -2.547209 7.263630 -5.582908 -0.6 -1.3 0.2 -1.007
C -3.213476 5.220687 -4.130395 1.2 0.3 0.8 -1.163
C -2.506696 5.671704 -2.798876 -0.5 -0.4 -1.1 -0.099
C -3.490540 6.710116 -2.231788 1.0 -0.8 -1.5 -0.742
C -4.049884 7.372598 -3.508036 -1.1 -0.1 0.6 -0.455
H -6.099879 7.794435 -8.438189 -0.1 -0.7 -0.3 0.312
H -7.382601 7.902257 -7.333112 0.2 0.2 0.6 0.336
H -6.768240 6.317171 -7.558545 0.4 -0.1 -0.4 0.363
H -5.776856 8.216001 -5.656982 0.5 0.5 0.0 0.320
H -4.501737 8.167740 -6.961125 -0.1 -0.2 0.4 0.227
H -4.600433 5.409510 -6.260315 0.1 0.4 -0.5 0.488
H -5.799794 6.011583 -5.149241 0.4 -0.1 0.6 0.369
H -2.837870 8.261164 -5.912370 -0.3 -0.3 0.4 0.325
H -2.420570 6.601928 -6.439767 0.1 0.2 -0.1 0.419
H -1.587938 7.354991 -5.073434 -0.4 -0.4 0.5 0.349
H -2.552742 4.701038 -4.824293 0.1 0.2 0.0 0.472
H -4.066535 4.564926 -3.956112 -0.3 0.3 0.0 0.395
H -1.541437 6.079691 -3.098763 0.0 0.3 0.2 0.181
H -2.267027 4.877288 -2.092076 -0.2 -0.1 -0.2 0.182
H -2.917745 7.376356 -1.586710 -0.7 0.0 0.3 0.373
H -4.325755 6.155048 -1.804693 0.3 0.4 0.7 0.278
H -3.802061 8.432584 -3.563959 0.1 -0.2 -0.6 0.328
H -5.130863 7.243987 -3.452805 0.0 0.6 -0.1 0.355
C -1.598398 -4.868165 5.054083 -0.3 0.0 -1.1 -1.196
C -0.215378 -4.330757 5.090705 1.8 0.4 0.3 0.638
C 0.693696 -4.940859 3.960106 -0.1 1.0 -0.1 -0.582
N 2.147695 -4.398340 3.883739 0.7 -0.3 2.9 0.375
C 2.928144 -5.208845 5.049398 -1.3 0.6 -1.7 -0.842
C 2.323253 -2.843897 4.037412 -0.4 -1.4 -0.7 -1.000
C 2.303885 -2.356470 2.566932 -0.2 1.4 1.9 0.696
C 2.489906 -3.536920 1.663580 -0.5 -0.3 -0.6 -0.269
C 2.868677 -4.685141 2.586303 0.2 0.6 0.7 -0.810
H -2.305847 -4.174575 5.508571 0.1 -0.1 0.1 0.328
H -1.711811 -5.856886 5.498680 -0.1 0.0 -0.4 0.365
H -1.697633 -4.790641 3.971385 -1.6 -0.9 -0.2 0.131
H 0.168582 -4.429774 6.106023 0.6 0.3 -0.2 0.213
H -0.317789 -3.279419 4.821805 0.3 0.2 0.4 -0.232
H 0.240495 -4.686078 3.002094 -0.1 0.2 -0.1 0.165
H 0.746747 -6.029536 3.968127 0.3 -0.1 0.3 0.165
H 2.882637 -6.209023 4.618497 0.2 -0.1 0.5 0.440
H 2.348059 -5.136426 5.969380 0.1 0.2 -0.1 0.216
H 3.961841 -4.887750 5.177731 -0.3 0.3 -0.2 0.390
H 3.334696 -2.743900 4.431210 -0.1 0.0 0.0 0.354
H 1.647259 -2.376414 4.753353 -0.2 -0.3 -0.1 0.252
H 3.109940 -1.628016 2.654815 0.1 0.1 -1.1 0.205
H 1.415360 -1.826186 2.224267 -0.1 0.2 0.6 -0.535
H 3.196274 -3.199151 0.905251 0.3 -0.9 -0.1 0.535
H 1.529515 -3.731065 1.186040 0.0 -0.1 -0.2 0.015
H 3.925618 -4.541722 2.810809 0.1 -0.4 0.2 0.391
H 2.658927 -5.732727 2.370283 0.0 0.2 -0.5 0.452
N 0.837737 -0.861111 9.136149 -1.7 5.9 -2.5 -0.393
S 0.505895 -2.261193 8.829888 1.4 -8.9 2.3 1.038
O 1.346997 -2.872982 7.771124 -2.0 0.3 1.3 -0.535
O -0.874686 -2.671019 9.048050 1.3 0.1 -1.5 -0.628
F 1.205446 -2.863630 10.213379 -0.4 0.3 -1.4 -0.371
S -0.092234 -0.223626 7.826494 -0.2 5.7 0.4 1.073
O -1.545655 -0.061719 8.007332 2.9 -1.3 -0.2 -0.635
O 0.488569 -0.470713 6.520794 -1.2 -0.8 1.0 -0.168
F 0.344377 1.343587 8.020047 0.0 -1.6 0.3 -0.322
N -0.093884 4.309996 2.077573 -3.6 3.1 5.0 0.527
S -0.905346 5.112965 3.311003 0.0 0.2 6.8 0.772
O -2.187661 4.550874 3.735601 2.2 0.4 -1.5 -0.527
O -0.778276 6.522609 3.307057 0.3 -0.3 -0.8 -0.528
F 0.081659 4.636673 4.486819 -0.5 0.1 -1.2 -0.203
S -1.201134 4.511332 1.092150 -1.9 0.9 -8.1 -0.265
O -1.481675 5.851789 0.629570 0.0 -1.2 0.9 -0.626
O -2.297227 3.631695 1.275409 -0.5 -0.7 -0.8 -0.427
F -0.285702 3.952032 -0.104912 -1.2 -0.3 -0.4 -0.230
N 2.635940 3.243982 3.485056 4.3 3.1 6.2 0.598
S 3.385866 4.196450 4.803521 4.4 7.9 0.6 0.924
O 4.837283 4.477535 4.588694 -3.5 -2.6 0.0 -0.607
O 2.917495 4.225299 6.166997 -0.2 -1.9 -1.8 -0.505
F 2.884939 5.649134 4.347264 -1.1 -0.9 -0.9 -0.299
S 2.938896 1.988868 4.292462 -1.4 -10.3 1.6 0.614
O 1.934705 1.697302 5.313919 2.2 1.1 -1.1 -0.507
O 4.286225 1.399027 4.405879 -2.3 2.5 0.0 -0.626
F 2.357162 1.015316 3.112094 -0.1 -0.2 -0.6 -0.402
N 4.700935 1.912145 -1.105636 5.8 -5.1 1.2 0.098
S 5.200710 0.437360 -0.367804 -2.3 -0.8 4.0 0.601
O 6.594142 0.265985 -0.084931 -1.0 0.9 -0.7 -0.602
O 4.485337 -0.746107 -0.800550 0.2 1.6 0.0 -0.325
F 4.474754 0.831633 1.088018 1.1 -0.7 -2.4 -0.291
S 5.865367 2.012388 -2.168439 3.9 5.2 -6.9 0.537
O 5.799829 1.059630 -3.296145 0.2 0.4 3.0 -0.302
O 7.166595 2.622539 -1.815818 -3.3 -2.5 0.2 -0.578
F 5.214259 3.329312 -2.973500 -0.1 -1.2 1.3 -0.343
N 2.238175 3.035369 -2.806842 -1.4 -2.3 -7.1 0.506
S 2.122041 1.977064 -4.258861 3.6 -5.2 -2.7 0.765
O 3.183075 2.108720 -5.280242 -2.7 0.9 2.8 -0.536
O 0.836801 1.431558 -4.728598 1.5 2.2 1.3 -0.593
F 2.641948 0.663547 -3.468494 0.0 0.7 0.5 -0.062
S 1.188331 3.959611 -3.467572 -4.9 9.4 2.9 0.256
O -0.218017 3.672560 -3.187069 1.6 -1.2 -1.2 -0.313
O 1.516671 4.790460 -4.604626 0.1 -2.9 -0.6 -0.638
F 1.335925 5.201509 -2.410261 0.4 -1.1 0.5 -0.448
P -3.202501 -3.798326 0.643341 0.3 -0.3 0.3 1.160
F -3.818032 -4.898396 1.681292 -0.5 1.1 -1.0 -0.415
F -4.508655 -3.718847 -0.343358 0.3 -1.8 0.4 -0.365
F -3.874099 -2.529541 1.413300 0.7 -0.4 0.4 -0.321
F -2.553375 -2.787047 -0.486663 0.9 -0.1 0.7 -0.271
F -1.871715 -3.761380 1.596272 -0.2 1.3 -0.1 -0.383
F -2.382284 -5.076038 -0.067850 -1.2 0.4 -1.0 -0.275
```
Positions in Å, forces in eV/Å.